# 1
114
Properties=species:S:1:pos:R:3 method="wB97M-V/def2-TZVPD" total_charge=0 e_above_lowest_kj_mol=0.0 orbital_gap_ha=0.373
H -18.5261 -15.7497 2.1841
O -20.4590 -11.2228 -3.3990
C -21.6766 -13.3844 2.0987
H -16.4345 -8.9782 3.2961
H -17.1116 -13.1985 1.2571
O -25.4172 -10.6630 0.9562
C -23.8688 -7.8011 1.8404
Cl -23.6115 -17.4136 0.2306
H -22.3519 -11.5752 1.1172
C -19.3030 -8.4848 3.2065
C -20.3485 -14.7233 -3.0011
H -25.1055 -17.9981 4.3480
H -25.1335 -16.3766 5.8272
Cl -22.7779 -13.0663 5.3897
C -24.9922 -9.5554 1.0023
C -16.9482 -9.0298 2.3346
O -20.4430 -8.3905 2.3544
O -15.9383 -13.8717 3.9075
C -24.3106 -7.4763 0.4025
O -17.8497 -18.5643 1.5291
C -16.4554 -12.9700 0.4176
O -18.8788 -11.9334 -1.9526
C -18.7022 -17.5435 1.0841
O -20.3900 -13.1195 1.4789
O -20.6857 -18.1009 -2.9817
H -25.1246 -6.7589 0.3591
C -22.2405 -14.5431 1.3015
O -20.9466 -9.1017 0.2559
O -17.3965 -14.9114 5.2739
H -19.0715 -9.0616 -4.4278
H -22.9730 -19.3635 1.4156
H -22.8321 -8.0889 1.9894
H -16.8446 -8.0379 1.8890
H -25.2963 -12.9417 -1.9927
H -23.9873 -20.1802 4.4599
H -18.3935 -15.1472 -2.0559
F -20.0242 -7.8079 -3.1846
C -22.5267 -16.5633 4.6599
C -20.1628 -13.9996 0.5012
O -19.0894 -9.7512 -2.4752
C -16.9925 -13.9240 4.4417
C -14.3771 -13.2282 1.2498
H -20.0485 -16.5668 2.5883
C -18.7646 -14.7559 5.5852
C -24.2669 -17.0014 6.0385
O -18.3709 -17.4706 3.3909
F -18.9919 -12.4803 6.2273
H -16.4100 -9.7277 1.6931
O -18.0031 -13.0391 4.2816
Cl -23.0381 -12.3340 -1.6964
H -24.6242 -13.6964 -0.5819
H -24.8767 -19.8564 5.9492
C -20.2955 -16.9803 -3.0032
F -24.1579 -6.7131 2.6149
H -21.6410 -9.6419 -2.8854
C -24.1883 -18.0945 4.9318
C -23.8067 -19.0931 0.7802
F -18.0433 -16.8034 0.1520
H -21.4024 -13.6656 3.1127
O -13.4362 -13.0636 1.9496
O -18.9834 -9.5580 1.1743
H -16.3496 -14.9836 -0.4894
H -20.6020 -13.9203 -2.3206
H -18.3856 -10.4585 2.9573
C -24.0261 -19.5471 5.3460
H -25.0413 -12.7644 6.0266
H -17.0324 -12.3287 -0.2447
C -24.4102 -13.4420 -1.6154
F -20.7219 -14.3489 -4.2647
H -19.5842 -8.9097 4.1705
F -15.2412 -13.6462 -1.4759
O -19.1422 -14.0749 -0.1033
H -23.4188 -12.1651 2.4434
C -20.9726 -9.9269 -3.7012
H -19.6282 -17.9379 0.6626
C -15.7433 -14.1073 -0.2778
C -20.1766 -8.9549 1.1591
O -23.0895 -16.2387 5.8231
C -19.0006 -16.7244 2.3515
C -19.7089 -9.0777 -3.5420
H -23.8975 -11.9730 7.1234
O -14.6761 -14.3652 0.5792
C -24.1461 -12.1574 6.0849
C -18.3941 -9.4786 2.4803
H -23.0565 -19.6489 5.8363
H -18.3532 -14.6578 -3.7701
C -18.9074 -15.2076 -3.0114
C -22.3903 -12.0372 2.1023
H -18.8611 -7.5055 3.3863
Cl -24.2850 -10.6364 5.1811
Cl -25.2918 -19.3178 1.7085
H -19.3508 -15.5211 5.0712
O -19.0590 -16.5718 -3.4072
H -23.4429 -7.1541 -0.1686
C -19.0775 -13.3264 5.1558
O -24.6965 -8.8995 2.1467
H -23.2000 -14.3257 0.8377
C -19.4216 -11.0610 -2.5395
H -21.8959 -11.3873 2.8253
H -18.9480 -14.8861 6.6519
H -19.9696 -13.1347 4.5661
H -22.3174 -15.4504 1.8939
H -23.8917 -19.7344 -0.0880
H -24.3385 -17.4169 7.0404
O -21.6319 -15.9596 4.1408
H -21.4263 -9.8341 -4.6811
C -17.5057 -18.3382 2.8335
O -16.6243 -18.8918 3.3959
O -15.3084 -12.2760 0.9755
O -21.0359 -15.9059 -2.6745
O -21.2320 -14.8034 0.3064
O -24.7162 -8.7702 -0.0590
O -23.0429 -17.6927 4.1681
Cl -24.1046 -14.9334 -2.4997

# 2
88
Properties=species:S:1:pos:R:3 method="wB97M-V/def2-TZVPD" total_charge=0 e_above_lowest_kj_mol=2426.6 orbital_gap_ha=0.297
C 0.0789 2.4467 -2.7955
H 3.5431 -0.7370 -3.8689
C 2.7658 -2.3413 -0.7651
O -0.1915 -4.7777 1.7382
O -1.9216 -0.6372 3.6767
C -2.7248 1.7394 -1.7462
H -1.0006 3.0030 -4.3436
H 0.5907 2.1919 -0.0043
H -1.8649 -0.0777 1.5135
O -4.2283 -0.0394 0.2491
N 1.6285 -1.6846 -0.8658
H -2.3996 -0.5852 4.5076
H -4.4767 2.5502 -1.4897
H -1.8268 -2.0686 2.2019
H -1.3170 0.6452 -2.6129
H 2.2714 1.2090 -0.4135
H -1.0077 0.5216 -1.3636
H 0.0013 -1.7532 1.3838
O 0.9849 4.1338 0.2522
H 1.3889 0.8108 2.5189
H -1.8123 -2.7692 0.2049
N -1.5108 0.1926 0.6071
H 2.3627 -3.3554 0.9777
H -0.9007 1.2307 3.9146
H 4.3393 0.3585 0.6731
H -2.0075 0.6515 -0.1432
H -3.6980 -0.6453 0.7719
H 3.8062 -3.7645 0.0890
H 2.2420 1.6882 1.1689
N 3.0156 -3.1530 0.2342
H 3.2727 -0.1450 3.1838
H -2.1578 1.6966 -3.6736
O -2.5424 1.3490 -0.5933
H 3.0882 -1.6627 -2.4814
O 0.4701 -0.7515 1.0037
H -0.7804 2.8532 -2.2621
H -0.6467 3.0356 1.0539
N 0.4170 -2.6737 1.3873
O 3.5902 -2.2728 -1.6537
H -3.8451 2.4675 -3.1867
H 2.5184 0.2171 -4.7276
H -4.8083 1.9154 0.3554
C -4.3200 1.1669 0.9795
C 2.1947 0.7904 1.7852
C -1.5906 0.6450 3.3070
N -2.0126 1.3681 -2.7296
C 0.0074 3.0933 0.1840
C 1.7155 -0.4607 -3.1519
C 0.8919 -0.7102 3.7668
H 1.3368 -1.2411 -1.7251
C -2.2378 -2.5718 -0.7790
O 4.1243 1.2553 0.4062
H -3.3038 -2.3979 -0.6319
H -3.3211 1.4993 1.2621
H 0.8393 0.7755 -4.4596
N -1.5438 -3.0328 2.0995
O -1.6336 -1.4047 -1.4426
H 1.6064 3.9140 0.9500
H 1.3604 -3.0140 1.5069
H 0.6441 0.2358 4.2482
H 0.1215 1.4163 -2.4425
C 3.3015 1.1546 -0.7658
N -3.7571 2.4016 -2.1827
H 0.1227 -1.4310 4.0439
N 2.8444 -0.9746 -3.1794
H -2.4223 1.3449 3.2264
H 1.9135 -0.1358 1.2840
C -0.3170 -0.0874 0.3795
H 3.7047 1.9810 -1.3512
H 0.7663 -0.5295 2.6993
O -0.3205 2.3498 -4.1634
O 0.8094 -0.6926 -2.4207
N -0.1690 0.4605 -0.8041
H -0.6249 3.1939 -0.6982
N 1.6698 0.2720 -4.1826
O 2.1936 -1.2826 4.1365
H 0.7909 0.5022 -1.1155
H 3.5955 0.2970 -1.3709
H -1.2065 0.6047 2.2877
O 3.4872 0.4324 2.4474
H 1.1490 -1.4478 -0.0091
H 2.1956 -2.2025 3.8623
H -4.9112 0.9127 1.8592
H -2.2618 -3.7406 2.1586
C -0.4370 -3.5508 1.7044
H -0.6970 -1.6001 -1.5220
H 1.0593 2.9229 -2.8005
H -2.0648 -3.4942 -1.3333

# 3
50
Properties=species:S:1:pos:R:3 method="wB97M-V/def2-TZVPD" total_charge=-1 orbital_gap_ha=0.202
O 3.3281 2.5796 3.4517
N -1.0117 -0.9172 -6.1136
O 1.1498 2.5359 4.7022
C 1.0137 0.2877 -5.0076
O -3.9277 4.2012 7.5811
O 0.0873 -4.3014 -0.5249
O 1.3733 1.3740 2.5265
O -0.3112 -1.9108 -0.7677
H 2.4516 -2.5489 -4.5313
H 2.7194 -0.2757 -6.2902
H -1.1056 0.9352 -5.0962
O -2.3966 5.4790 6.1109
H -2.0042 -2.2011 -1.9456
H 0.9086 -0.5177 1.7909
O 0.3017 -2.8177 1.4497
H 3.7360 -1.6163 -4.9043
S -3.6940 4.5116 6.2031
C 1.8718 -0.5613 3.7441
S 0.6581 -2.9038 0.0615
C 1.6964 -0.0084 2.3414
S 2.1244 1.9185 3.8525
H 0.9050 -0.7593 4.2145
H 1.1739 1.2469 -5.5905
H -1.3431 -4.8067 -1.9510
C -1.0335 -2.6583 -1.7560
F -0.3107 -2.7839 -4.7675
H -1.9527 -4.1072 -0.4297
F -2.5568 -2.2452 -4.8298
C -1.3408 -2.2195 -5.5965
C -1.7675 3.5555 4.9382
O -4.7108 5.0373 5.3460
H -1.9258 3.8856 3.9079
C -0.5468 -0.0664 -4.9937
H -0.4486 -2.6603 -2.6769
H 1.4422 -1.5699 -6.3103
N 2.7588 -1.5718 -4.5926
H 2.6302 -0.0643 1.7752
H 1.3969 0.4719 -3.9415
H -0.8257 -0.4573 -3.9553
C -1.1597 -4.0577 -1.1820
H -0.8334 4.3102 6.7433
H -1.1030 2.6941 4.9436
O 2.5218 0.4798 4.4802
H -0.4918 5.2875 5.2939
F -1.5927 -3.0533 -6.7257
O 1.9986 -2.7294 -0.4036
H 2.4730 -1.4697 3.7570
O -3.0393 3.2099 5.4960
C 1.9581 -0.8293 -5.6310
C -1.2451 4.6885 5.8035

# 4
39
Properties=species:S:1:pos:R:3 method="wB97M-V/def2-TZVPD" total_charge=+1 e_above_lowest_kj_mol=0.0 orbital_gap_ha="0.253 / 0.221" s_squared=2.01 multiplicity=3
H 0.6591 -1.9064 2.0701
H 1.6211 0.6263 -2.0132
C 2.5798 -0.5221 -0.3577
C 1.6065 -0.0290 0.4412
H 1.3782 0.8455 -4.6090
C 0.5604 0.5800 -3.9573
H -5.5584 0.4220 -0.9165
H 3.6751 0.9305 3.0028
C -0.2250 -1.4773 2.6078
C 0.9249 0.6432 2.7316
H -1.5454 1.5862 2.3935
H -1.5482 0.6277 3.9322
N -0.3590 -0.0204 -1.8715
C -0.6765 0.3733 -4.4985
Br -3.3167 1.5038 -0.2076
C -1.8049 -0.0338 -3.7969
N -0.3170 -0.0475 2.2402
Pd -0.4456 0.1169 0.0838
H 1.2534 0.2442 3.7388
H -2.6911 -0.4155 -4.2569
H -1.1332 -2.0111 2.2300
H 4.6265 -0.8306 -0.8373
H 5.4308 0.2051 1.4804
H 2.3391 -1.0586 -1.2457
H 0.6320 1.6874 2.8463
H -4.1929 -0.0614 -1.9230
C 4.3665 0.1537 1.1597
C -1.5307 0.5893 2.8070
H -0.1225 -1.5862 3.7094
H -2.3109 -0.7270 -1.7563
C 2.0059 0.4032 1.7443
C -1.5782 -0.3131 -2.4417
Br -4.5150 -1.6573 0.0807
C 3.9678 -0.4171 -0.0694
H -0.7920 0.4467 -5.5695
H -2.4787 0.0611 2.4962
C -4.5370 0.0772 -0.9050
C 3.3553 0.5812 2.0261
C 0.6967 0.4098 -2.5890

# 5
14
Properties=species:S:1:pos:R:3 method="wB97M-V/def2-TZVPD" total_charge=0 e_above_lowest_kj_mol=219.0 orbital_gap_ha=0.297
H -0.2720 0.2359 2.1148
C 0.7269 2.1113 -0.3224
H 0.9145 2.8782 0.3175
H 0.5712 2.6269 -1.3382
O -1.7884 1.9376 -0.2552
H -1.3034 -0.8152 1.0827
C 0.1408 -2.3843 -0.5750
H -0.3201 -1.8796 -1.3597
C -0.3967 -0.2524 1.1459
Se 1.1100 -1.3377 0.7102
H -0.7774 -2.8476 -0.1953
H 0.6120 -3.2366 -0.9072
C -0.6582 1.6742 0.0639
H 1.4408 1.2892 -0.4821

# 6
19
Properties=species:S:1:pos:R:3 method="wB97M-V/def2-TZVPD" total_charge=+1 e_above_lowest_kj_mol=338.0 orbital_gap_ha=0.410
H 0.9618 -1.0800 -1.7677
C -2.0977 0.3779 0.8540
H 2.6746 -0.7166 0.9681
H 0.1223 -1.1665 1.2927
C 0.0674 -0.6912 0.2163
N -1.1540 0.0367 -0.1771
H -3.0898 0.6137 0.4890
H -1.1278 2.2574 -0.3750
H -0.2332 -2.1920 -1.4276
H 2.9106 1.0056 0.5811
C 0.5388 -1.6531 -0.9084
N -0.5614 1.4199 -0.6961
H -0.7789 1.4158 -1.8138
H 1.3166 -2.2799 -0.5336
H -1.7198 1.2189 1.5938
H -2.1541 -0.5752 1.4560
C 1.1715 0.3574 0.0966
N 2.3322 0.1811 0.6523
N 0.8209 1.4702 -0.5006

# 7
131
Properties=species:S:1:pos:R:3 method="wB97M-V/def2-TZVPD" total_charge=-2 e_above_lowest_kj_mol=2.5 orbital_gap_ha=0.229
H 3.8066 0.9359 -5.0548
C 4.6970 5.1005 1.8677
H 3.2971 0.8124 2.4477
C 5.7533 -4.3881 -0.4232
H 0.1962 7.3389 -4.6358
C 0.4790 7.3588 -2.5027
H -2.0699 -0.7605 -3.7585
H -2.9200 -4.1119 -0.7845
C 1.2071 -2.8086 -2.9627
H 0.7346 3.5194 -2.7075
H -4.5567 -2.3437 5.3656
C -1.2086 -2.0966 3.4822
C 5.4714 -6.7758 -0.5531
H -0.9336 4.3182 6.1562
C -6.3235 -4.2889 -0.9620
O 1.0905 3.0004 -0.5320
H 1.5876 3.9281 2.4780
H 0.9978 3.0475 5.2545
S -2.8108 -1.4037 -1.6347
H 0.6074 1.2035 3.6131
H 4.4301 1.2910 0.2955
C -6.5582 -2.9818 -1.3801
C -2.9017 -1.3858 -3.4316
C -5.5062 -2.1034 -1.5942
C -1.5253 -3.2551 4.1794
C 3.0950 0.1709 1.5843
H 0.7938 -4.9440 -2.6846
H -0.0061 -4.2200 -4.0762
N -1.6661 2.5884 0.9994
H -3.7710 0.5273 2.1040
C 0.6777 6.5919 -1.3643
C -1.6328 0.2368 2.6255
C -1.4973 1.4017 3.6399
C 3.6143 4.5731 2.5574
H 0.2815 -1.9000 0.6394
H 0.4197 8.4392 -2.4245
C -5.0083 -4.6919 -0.7503
N -0.9748 0.7486 -1.9283
C 0.6548 4.5991 -2.6843
C -3.2852 -1.1247 4.1429
C 3.5183 0.2725 -4.2336
C 3.6785 -5.3015 -1.1823
Ge 3.2990 -0.2054 -1.3460
C -3.9485 -3.8232 -0.9701
H 0.7803 7.0805 -0.4002
H -7.2985 -5.8666 0.1359
H 1.7908 -2.5779 1.2179
H 2.6638 -5.1552 -1.5329
H 5.7084 -1.6902 -1.2576
H 2.4954 -0.0579 -4.4248
C -2.3649 4.0063 -0.7723
H -2.8023 -2.4110 -3.7886
Na 0.1097 1.1309 0.2695
H 2.7527 1.7690 0.1248
H 3.7183 4.2940 3.6002
Ge 1.9736 -2.2626 -1.2220
H -5.7016 -1.0779 -1.8896
C -2.7306 -3.3558 4.8615
C 3.8982 -2.8235 -1.1045
C 0.4477 5.3605 -3.8295
H 2.0465 -0.1310 1.6605
H 7.2607 -5.8051 0.1288
C 0.3581 6.7427 -3.7447
H -0.6174 5.6097 0.6785
C -2.5718 2.1181 4.1593
C -1.0911 3.4991 5.4638
O -0.4700 -0.0081 1.9921
C 0.9404 4.2973 -0.1950
S 0.1064 0.8539 -2.9093
H 3.5499 -7.4387 -1.2445
C -3.4234 3.1453 -1.0268
H -7.5789 -2.6430 -1.5223
C 4.5431 5.4230 0.5262
H -0.1379 4.2780 1.7239
H 0.6842 -1.9334 -3.3529
C 4.4577 -4.1771 -0.9041
C 3.3227 5.2301 -0.1058
H -3.2261 3.7173 5.4306
H -0.3239 -4.2250 -0.2759
H -0.2870 -1.9863 2.9233
H 6.3632 -3.5305 -0.1667
C -0.2159 1.7521 4.0537
H -4.1066 3.3533 -1.8428
C -0.0118 2.7850 4.9560
C -2.6709 1.7558 0.7635
O -0.0694 0.3569 -4.3070
C 2.2198 4.7135 0.5756
C -0.3393 4.5523 0.6907
C -4.2018 -2.5352 -1.4100
H 4.1716 -0.6047 -4.2696
H -2.9842 -4.2608 5.4023
C -2.0799 -1.0129 3.4520
C -3.6103 -2.2817 4.8390
H 0.3546 4.8675 -4.7906
H 1.1297 -4.8617 0.5114
C 0.7647 5.2020 -1.4404
H -0.6016 -3.8830 -2.4487
H 5.3815 5.8189 -0.0367
C -2.7893 0.5126 1.6162
H -3.9878 -0.2997 4.1533
C 4.6148 -1.6889 -1.2382
H -3.8533 -0.9495 -3.7380
C 6.2551 -5.6683 -0.2520
H -8.4082 -4.7193 -0.6209
H 5.6502 5.2431 2.3638
C 4.1776 -6.5850 -1.0175
C -2.3737 3.1593 5.0578
H -7.5742 -5.9227 -1.6027
H -2.1985 4.8902 -1.3757
C -7.4640 -5.2498 -0.7486
H -4.8109 -5.6976 -0.3944
O -1.6170 -2.2204 -1.2950
H -0.8298 -4.0875 4.1829
H 4.6123 1.3808 -2.7083
C 2.3965 4.3812 1.9190
C 0.2993 -4.0359 -3.0410
C -1.5004 3.6959 0.2682
C -3.5943 2.0159 -0.2486
H 3.7030 -0.7333 1.6933
H 3.2272 5.4671 -1.1584
C 0.3787 -4.0651 0.5389
H -2.8018 -0.3577 0.9526
H -4.4028 1.3198 -0.4384
C 1.0206 -2.6798 0.4458
H 2.0891 -2.9505 -3.5973
H -3.5822 1.8954 3.8363
H 5.8621 -7.7766 -0.4137
C 3.4046 0.9016 0.2784
H -0.1788 -4.1630 1.4754
C 3.6081 0.9749 -2.8806
H 2.9072 1.8071 -2.8085

# 8
22
Properties=species:S:1:pos:R:3 method="wB97M-V/def2-TZVPD" total_charge=0 e_above_lowest_kj_mol=893.5 orbital_gap_ha="0.273 / 0.293"
C -1.0412 0.1762 0.6607
O -0.6030 1.2448 -1.2396
H 3.5359 -0.9579 -1.8919
O -1.5725 -0.7114 -1.4041
H 2.5966 0.7837 0.0411
C 1.5112 -0.9472 0.2230
H 1.2541 -1.8939 -0.1105
O -1.4037 -0.8921 1.3233
H -2.5092 2.0645 2.0034
H 2.8640 0.5952 -2.5342
H -2.2982 -2.0888 -0.0435
C -1.6110 2.3492 1.2918
H -2.0174 -2.8545 1.5969
O -0.7033 1.1862 1.4116
H 1.7596 -0.8317 -2.3515
H 1.3904 -0.8029 1.3017
H -1.9482 2.6110 0.2736
H -1.0277 3.0966 1.7268
C -1.9618 -1.9948 0.9149
N -1.1308 0.2556 -0.7634
C 2.6597 -0.3120 -1.9364
C 2.2565 -0.0758 -0.4937